{"formula": "C23H52Br2N4O7P2S", "method": "ωB97M-V/def2-TZVPD", "relative_energy_ev": 0.000, "total_energy_ha": -7882.02451, "symbols": ["C", "C", "C", "C", "C", "C", "C", "C", "O", "N", "O", "C", "Br", "O", "S", "O", "O", "C", "Br", "P", "N", "C", "P", "O", "O", "H", "H", "H", "H", "H", "H", "H", "H", "H", "H", "H", "H", "H", "H", "H", "H", "H", "H", "H", "H", "H", "H", "C", "C", "N", "C", "C", "C", "C", "H", "H", "H", "H", "H", "H", "H", "H", "H", "H", "H", "H", "H", "H", "H", "C", "C", "N", "C", "C", "C", "C", "H", "H", "H", "H", "H", "H", "H", "H", "H", "H", "H", "H", "H", "H", "H"], "xyz": [[-0.247590, -4.150099, 3.973917], [-1.651241, -3.557507, 3.936833], [-2.479982, -4.080900, 2.757455], [-2.213085, -3.278106, 1.475478], [-3.124338, -2.055643, 1.397634], [-2.692304, -0.929795, 0.452919], [-1.566967, -0.092148, 1.070028], [-0.743358, 0.854073, 0.182295], [-0.062844, 1.775465, 1.074139], [-0.927192, 2.702992, 1.738898], [-0.444688, 3.043531, 2.738850], [-1.518320, 1.666155, -0.878842], [-3.307094, 2.246675, -0.461929], [-1.566822, 0.923227, -2.101377], [-0.301318, 1.291743, -3.015190], [-0.370254, 2.675881, -3.321107], [-0.232569, 0.319247, -4.045539], [1.014114, 0.966311, -1.771010], [1.841001, 2.645497, -1.230105], [2.433313, 0.196072, -2.736239], [2.914954, 1.098457, -3.902062], [0.466460, 0.167876, -0.547583], [0.155940, -1.704948, -0.729679], [1.735941, -2.189361, -0.891105], [-0.368238, -1.894196, -2.242742], [-0.275351, -5.221683, 4.179007], [0.271145, -3.987229, 3.026592], [0.354824, -3.688662, 4.758343], [-1.554706, -2.472332, 3.809680], [-2.163742, -3.709346, 4.887689], [-2.259899, -5.138793, 2.594590], [-3.541082, -3.995632, 3.008917], [-2.402575, -3.914927, 0.608923], [-1.165072, -2.971498, 1.476543], [-3.222284, -1.616904, 2.398683], [-4.125165, -2.378820, 1.102473], [-2.429832, -1.320841, -0.535028], [-3.569943, -0.307331, 0.306418], [-0.862798, -0.784741, 1.542877], [-1.981073, 0.505484, 1.884314], [-0.985266, 2.599381, -1.047006], [1.993851, -1.070792, -3.116508], [3.382794, 0.075573, -1.711100], [2.813092, 0.664408, -4.811180], [1.290401, 0.178083, 0.172537], [2.038872, -2.543485, -0.047959], [0.257282, -2.293582, -2.857895], [3.509653, -2.636202, -6.201542], [4.548896, -1.745032, -6.861081], [5.587616, -1.325827, -5.937455], [6.402608, -0.230815, -6.435550], [7.269955, -0.481980, -7.673890], [6.299310, -2.398182, -5.262092], [7.008790, -3.447774, -6.126770], [3.115950, -2.152086, -5.304489], [2.677523, -2.820938, -6.882113], [3.911085, -3.608748, -5.914045], [4.055723, -0.837721, -7.220941], [4.941504, -2.256114, -7.754740], [7.036688, 0.113062, -5.614069], [5.723318, 0.599528, -6.650333], [8.133828, -1.107708, -7.452381], [7.646918, 0.469666, -8.053194], [6.702474, -0.953409, -8.477541], [5.589491, -2.918069, -4.613051], [7.020029, -1.933569, -4.584465], [6.369414, -3.801343, -6.937292], [7.268605, -4.313076, -5.513743], [7.931429, -3.070603, -6.564906], [-3.494253, 4.376874, 8.046637], [-3.311082, 4.108252, 6.560986], [-4.267876, 3.148478, 6.036411], [-3.925798, 2.655752, 4.714314], [-3.912383, 3.647849, 3.546253], [-5.668721, 3.473740, 6.253465], [-6.187002, 4.813472, 5.716483], [-3.494279, 3.442048, 8.608928], [-2.677413, 4.999882, 8.412909], [-4.425094, 4.904663, 8.257520], [-2.315528, 3.686209, 6.397803], [-3.328616, 5.069525, 6.023094], [-4.606391, 1.832387, 4.477096], [-2.929846, 2.205192, 4.790387], [-4.917140, 3.937582, 3.240159], [-3.434104, 3.180448, 2.683938], [-3.349446, 4.551310, 3.783469], [-5.857699, 3.442488, 7.329177], [-6.261768, 2.656935, 5.834039], [-5.512208, 5.634658, 5.963119], [-7.155019, 5.038627, 6.168112], [-6.326136, 4.803740, 4.636534]], "atomic_forces_ev_per_a": [[0.003, 0.047, 0.227], [0.117, 0.231, -0.304], [-0.047, 0.138, 0.137], [-0.250, -0.144, 0.350], [0.117, 0.166, 0.001], [-0.107, -0.039, 0.000], [0.041, -0.282, -0.006], [0.066, 0.351, -0.091], [-0.035, -0.062, 0.373], [-0.001, -0.381, 0.039], [0.098, 0.185, -0.215], [-0.034, 0.155, 0.038], [-0.063, -0.007, 0.001], [0.007, -0.121, 0.202], [0.173, 0.268, 0.064], [0.023, 0.131, -0.068], [-0.108, -0.287, -0.043], [-0.065, -0.575, 0.115], [0.006, 0.131, 0.062], [0.299, 0.630, -0.759], [0.089, -0.150, 0.080], [-0.232, 0.105, -0.650], [0.283, 0.070, 0.462], [-0.068, 0.211, -0.172], [0.048, -0.137, -0.043], [-0.004, -0.022, -0.107], [-0.010, -0.080, -0.031], [0.009, 0.013, -0.012], [-0.082, 0.027, 0.155], [0.035, -0.119, 0.002], [-0.054, -0.021, 0.059], [-0.033, -0.159, -0.088], [0.244, 0.106, -0.140], [-0.030, -0.118, -0.193], [-0.054, -0.037, 0.007], [-0.015, -0.058, 0.085], [-0.008, -0.031, 0.027], [0.062, 0.133, -0.161], [0.071, 0.169, 0.102], [-0.107, 0.052, -0.073], [0.011, 0.019, 0.043], [0.019, -0.224, 0.337], [-0.248, -0.272, 0.225], [-0.069, 0.161, -0.038], [-0.123, -0.104, 0.167], [0.067, -0.164, -0.060], [0.009, 0.104, -0.108], [-0.134, -0.027, 0.035], [0.012, -0.031, 0.029], [0.028, -0.036, -0.050], [-0.019, 0.125, 0.039], [0.030, 0.025, 0.015], [-0.002, -0.052, 0.081], [0.040, -0.002, 0.037], [0.015, -0.009, 0.010], [0.014, 0.033, -0.024], [0.043, 0.014, -0.007], [0.028, 0.011, -0.015], [0.001, -0.001, 0.003], [0.005, -0.033, 0.007], [-0.029, -0.028, -0.012], [-0.023, -0.031, -0.007], [0.000, -0.001, -0.001], [-0.005, 0.002, 0.001], [-0.035, 0.013, -0.027], [0.019, 0.022, -0.039], [-0.010, -0.007, 0.011], [0.003, 0.002, 0.000], [-0.031, 0.017, -0.046], [0.027, -0.003, 0.009], [-0.026, 0.024, 0.011], [-0.001, 0.024, -0.012], [0.074, -0.106, -0.053], [-0.038, -0.062, -0.032], [-0.073, -0.008, 0.065], [-0.046, -0.025, -0.015], [-0.016, -0.002, -0.005], [0.001, -0.004, 0.001], [-0.004, -0.002, -0.005], [-0.003, 0.003, -0.025], [0.004, -0.004, -0.005], [-0.033, 0.025, 0.016], [0.012, 0.039, 0.031], [0.000, 0.033, 0.037], [-0.003, 0.023, -0.042], [0.010, -0.008, 0.008], [0.046, 0.011, 0.009], [0.022, 0.008, -0.042], [-0.004, -0.001, 0.016], [-0.001, -0.002, -0.002], [0.054, 0.019, -0.004]], "mulliken_charge": [-1.20, -0.20, -1.02, 0.37, -1.27, -0.05, -1.80, 2.78, -0.35, 0.20, -0.38, -1.31, -0.16, -0.47, 1.47, -0.65, -0.58, -0.45, 0.14, 0.67, -0.72, -1.27, 0.00, -0.44, -0.50, 0.34, 0.21, 0.37, 0.10, 0.41, 0.43, 0.34, 0.40, -0.29, 0.32, 0.41, 0.30, 0.43, 0.08, 0.72, 0.80, -0.08, 0.09, 0.27, 0.88, 0.32, 0.35, -1.14, -0.53, 0.26, -0.70, -1.01, -0.74, -1.01, 0.02, 0.45, 0.32, 0.48, 0.29, 0.39, 0.36, 0.22, 0.42, 0.28, 0.31, 0.44, 0.25, 0.39, 0.25, -1.45, -0.29, 0.13, -0.75, -0.45, -0.70, -0.95, 0.34, 0.44, 0.29, 0.42, 0.26, 0.29, 0.37, 0.26, -0.10, 0.26, 0.40, 0.34, 0.24, 0.38, 0.27]}

---

{"formula": "C23H52BrNO8", "method": "ωB97M-V/def2-TZVPD", "smiles": "CCCCN(CCC)C(=O)OC[C@H](C)Br.COCCOC.COCCOC.COCCOC", "total_energy_ha": -4138.08183, "symbols": ["C", "C", "C", "C", "N", "C", "C", "C", "C", "O", "O", "C", "C", "C", "Br", "H", "H", "H", "H", "H", "H", "H", "H", "H", "H", "H", "H", "H", "H", "H", "H", "H", "H", "H", "H", "H", "H", "C", "O", "C", "C", "O", "C", "H", "H", "H", "H", "H", "H", "H", "H", "H", "H", "C", "O", "C", "C", "O", "C", "H", "H", "H", "H", "H", "H", "H", "H", "H", "H", "C", "O", "C", "C", "O", "C", "H", "H", "H", "H", "H", "H", "H", "H", "H", "H"], "xyz": [[-3.411319, -0.554534, -2.138472], [-2.033790, 0.092876, -2.083176], [-1.230424, -0.106195, -3.361552], [0.221311, 0.326989, -3.165515], [0.469547, 1.739631, -3.456889], [0.104635, 2.148597, -4.830524], [-1.179391, 2.978949, -4.828326], [-0.989267, 4.339378, -4.130687], [1.769864, 2.107759, -3.113653], [2.719718, 1.454535, -3.257006], [1.901384, 3.354628, -2.572020], [1.048452, 3.579405, -1.443487], [1.956713, 3.992796, -0.287608], [2.746817, 2.783525, 0.171175], [0.763933, 4.572822, 1.151586], [-3.986475, -0.208515, -1.282480], [-3.972231, -0.291306, -3.025944], [-3.318034, -1.630344, -2.044308], [-1.483217, -0.381094, -1.276661], [-2.101558, 1.144390, -1.812472], [-1.204943, -1.177910, -3.536777], [-1.709469, 0.343515, -4.222056], [0.892439, -0.340843, -3.706147], [0.458391, 0.181851, -2.115284], [0.007850, 1.288586, -5.484774], [0.872620, 2.786129, -5.256181], [-1.962296, 2.465860, -4.295473], [-1.441522, 3.150422, -5.870196], [0.050159, 4.613564, -4.005454], [-1.534152, 5.091944, -4.684207], [-1.469484, 4.300723, -3.161967], [0.314164, 4.353277, -1.634415], [0.520212, 2.691620, -1.119667], [2.581239, 4.822994, -0.580117], [2.093931, 1.916825, 0.169532], [3.145274, 2.920479, 1.168049], [3.566252, 2.571863, -0.503227], [4.755649, 8.571998, 5.325866], [3.389398, 8.547703, 4.950844], [3.187571, 8.773682, 3.562636], [2.932359, 7.482417, 2.815180], [4.076141, 6.639703, 2.812096], [3.994106, 5.589218, 3.761072], [4.831622, 8.161832, 6.331990], [5.372014, 7.971673, 4.652980], [5.126275, 9.602827, 5.338414], [4.039936, 9.306471, 3.129961], [2.305513, 9.414909, 3.468312], [2.707354, 7.720792, 1.770717], [2.067718, 6.958355, 3.232094], [3.301266, 4.816632, 3.410382], [3.669470, 5.952720, 4.738640], [4.987509, 5.153303, 3.860687], [-4.106937, -5.395629, -3.512666], [-4.051760, -4.405472, -2.499412], [-5.071835, -4.555887, -1.521775], [-4.546981, -5.207541, -0.260300], [-4.154330, -6.552055, -0.485492], [-2.749657, -6.706091, -0.623919], [-3.172228, -5.353485, -4.070231], [-4.223369, -6.397644, -3.094456], [-4.934540, -5.187642, -4.199408], [-5.914416, -5.124081, -1.926856], [-5.430277, -3.550788, -1.275909], [-5.349814, -5.227130, 0.483984], [-3.717582, -4.626090, 0.155013], [-2.259897, -6.626607, 0.352468], [-2.327104, -5.963582, -1.305081], [-2.560974, -7.699155, -1.028899], [1.875486, -7.567622, 4.652048], [1.570848, -6.186570, 4.554390], [1.594656, -5.702422, 3.219658], [0.199875, -5.572045, 2.646260], [-0.426731, -6.837416, 2.489867], [-1.354969, -7.125065, 3.523436], [1.604965, -7.897546, 5.654039], [1.317018, -8.159172, 3.923265], [2.949129, -7.729027, 4.507520], [2.211844, -6.346138, 2.585674], [2.058142, -4.711222, 3.246422], [0.271468, -5.123728, 1.649680], [-0.411509, -4.911529, 3.268577], [-2.272538, -6.543891, 3.380750], [-0.938589, -6.912298, 4.510339], [-1.598625, -8.184857, 3.465520]], "atomic_forces_ev_per_a": [[0.129, 0.380, 0.628], [-0.281, -0.042, -0.293], [0.377, -0.234, 0.756], [-0.103, -0.160, -0.189], [-0.601, -0.220, -0.207], [-0.659, 0.700, 0.505], [0.878, 0.479, -0.037], [-0.638, -0.488, -0.124], [-1.668, 1.762, 0.339], [2.893, -2.169, -0.453], [-0.598, 0.028, 0.150], [0.201, 0.873, 0.494], [-0.301, -0.806, -0.257], [0.086, 0.208, 0.167], [0.080, 0.123, -0.038], [-0.212, -0.045, 0.098], [-0.056, -0.029, -0.314], [-0.108, -0.272, -0.275], [0.170, -0.067, 0.241], [-0.042, 0.258, -0.124], [-0.059, -0.247, -0.226], [-0.047, 0.137, -0.181], [0.161, 0.118, -0.353], [0.130, -0.055, 0.217], [0.078, -0.354, 0.007], [0.385, 0.001, -0.014], [-0.410, -0.407, -0.198], [-0.322, -0.142, -0.096], [0.185, 0.160, -0.094], [0.119, 0.404, -0.153], [0.136, 0.079, 0.402], [-0.032, 0.132, -0.335], [-0.175, -0.303, -0.261], [0.085, 0.314, 0.168], [-0.102, -0.201, 0.178], [0.141, 0.023, 0.172], [0.185, 0.047, -0.271], [-0.075, 0.056, 0.052], [0.161, -0.082, -0.087], [-0.258, -0.010, 0.228], [0.212, 0.042, -0.273], [-0.049, -0.012, 0.180], [0.027, -0.018, -0.106], [-0.055, 0.026, 0.005], [-0.002, 0.011, -0.019], [0.080, -0.026, -0.027], [0.028, -0.047, -0.019], [0.013, 0.000, -0.051], [-0.055, 0.008, 0.019], [0.004, 0.024, 0.047], [-0.038, -0.011, 0.080], [-0.020, 0.000, -0.002], [0.004, 0.016, -0.059], [0.023, 0.107, -0.045], [-0.032, -0.190, 0.015], [0.196, 0.326, 0.006], [-0.233, -0.267, 0.060], [0.133, 0.109, -0.123], [-0.022, -0.037, 0.105], [-0.003, 0.056, 0.016], [-0.015, 0.003, 0.014], [-0.015, -0.083, -0.009], [0.018, -0.056, 0.024], [-0.035, -0.023, 0.023], [0.007, 0.051, -0.001], [0.019, 0.025, -0.053], [0.081, 0.018, -0.036], [-0.014, 0.016, 0.002], [-0.060, -0.020, 0.038], [0.054, 0.071, 0.062], [-0.074, -0.154, -0.112], [-0.010, 0.212, 0.281], [0.048, -0.149, -0.338], [-0.013, 0.046, 0.204], [-0.013, -0.034, -0.102], [0.016, 0.059, 0.013], [0.007, 0.008, -0.020], [-0.015, -0.075, -0.040], [-0.047, -0.031, -0.026], [-0.003, -0.004, -0.051], [0.010, 0.036, 0.024], [0.030, -0.016, 0.056], [-0.016, 0.004, 0.080], [-0.001, 0.022, -0.002], [-0.002, 0.012, -0.063]], "mulliken_charge": [-1.37, -0.27, -0.57, -1.03, 0.85, -1.23, -0.19, -1.13, 0.08, -0.54, -0.30, -0.51, 0.08, -1.18, -0.19, 0.40, 0.37, 0.21, 0.33, 0.25, 0.36, 0.36, 0.29, 0.52, 0.38, 0.52, 0.11, 0.51, 0.26, 0.41, 0.21, 0.32, 0.24, 0.43, 0.33, 0.37, 0.31, -0.71, -0.37, -0.65, -0.30, -0.36, -0.65, 0.24, 0.31, 0.32, 0.35, 0.37, 0.33, 0.31, 0.21, 0.35, 0.26, -0.83, -0.29, -0.53, -0.47, -0.38, -0.37, 0.25, 0.35, 0.32, 0.35, 0.36, 0.39, 0.27, 0.04, 0.28, 0.27, -0.67, -0.37, -0.59, -0.43, -0.37, -0.82, 0.24, 0.28, 0.32, 0.34, 0.37, 0.35, 0.36, 0.30, 0.41, 0.26]}

---

Calculated HOMO-LUMO gap in order - 7.86, 9.69 eV
Calculated HOMO level in order - -8.121, -9.159 eV
Calculated largest force on an atom in order - 1.0, 3.6 eV Å⁻¹